The molecule CH4Br2OSi in a non-equilibrium geometry. Source: the Open Molecules 2025 dataset; level of theory: the ωB97M-V functional and the def2-TZVPD basis.

- HOMO-LUMO gap: 10.3 eV
- Net charge: 0
- Structure (SMILES): [SiH3]OC(Br)Br
- Energy above the lowest of the compared OMol25 structures with the same formula, charge and spin: 61.0 kcal/mol
- Molecular weight: 219.9 g/mol

Each line ends with the Löwdin charge.
Atoms and positions in Å:
Si1 -1.3664 0.3364 0.1385  0.6171
O1 0.1755 0.1042 0.6187  -0.4216
C1 1.2129 -0.2609 -0.0878  -1.1361
Br1 2.7856 1.0698 -0.0814  0.5189
Br2 1.8928 -2.0254 0.6030  0.5920
H1 -2.3476 -0.4092 0.9436  -0.0625
H2 -1.4008 -0.2486 -1.1985  -0.0384
H3 -2.0051 1.6388 0.1898  -0.0713
H4 1.0532 -0.2051 -1.1260  0.0020